Below is CH33O19V as an isolated structure at a distorted geometry, with properties calculated with ωB97M-V/def2-TZVPD.

Last column: Löwdin charge in e.
Atoms and positions in Å:
O  -3.486  -18.918  -3.748  -0.0547
O  -10.930  -18.567  -3.314  -0.0478
H  -8.780  -17.305  -2.302  0.0120
H  -6.139  -15.712  -7.525  0.0054
O  -8.156  -15.094  -5.932  -0.0365
H  -11.017  -18.354  -6.586  0.0242
H  -5.875  -20.335  -6.657  0.0465
H  -8.517  -19.072  -4.556  0.0608
H  -11.912  -18.730  -3.314  0.1175
C  -6.884  -18.141  -4.922  -0.7560
H  -4.292  -15.005  -5.494  0.0279
H  -7.357  -17.407  -7.106  -0.0623
H  -10.454  -19.389  -3.417  0.0076
H  -8.866  -20.257  -6.720  0.0170
H  -8.262  -19.566  -1.103  0.0818
H  -7.895  -18.330  -8.174  0.0419
O  -8.208  -18.347  -5.117  0.1401
O  -6.500  -21.862  -3.215  -0.0680
H  -10.301  -16.839  -4.531  -0.0494
V  -4.803  -17.072  -3.759  1.2136
O  -5.730  -19.655  -7.301  -0.0258
H  -7.116  -22.201  -2.567  0.0357
H  -5.227  -20.098  -8.022  0.1014
H  -8.718  -21.599  -4.128  0.0587
O  -9.106  -20.778  -4.444  -0.0280
H  -7.555  -19.984  -7.525  -0.0291
H  -5.638  -14.575  -8.489  0.0627
O  -4.966  -20.309  -1.654  -0.0390
O  -8.477  -20.253  -7.615  -0.0514
H  -9.979  -20.933  -4.813  0.0691
O  -6.322  -17.176  -5.475  -0.0601
O  -6.318  -18.706  -3.990  -0.0311
H  -2.582  -16.905  -5.879  0.1042
O  -10.521  -16.327  -5.277  -0.0320
H  -9.631  -16.190  -5.590  -0.0205
H  -7.555  -15.852  -5.743  0.0001
H  -4.472  -20.613  -0.843  0.1198
H  -7.590  -19.419  -2.474  0.0064
H  -8.079  -14.500  -5.183  0.0589
H  -3.837  -19.800  -4.005  0.1108
H  -6.027  -21.160  -2.699  -0.0167
O  -5.394  -15.114  -7.722  -0.0586
O  -11.239  -19.010  -5.950  -0.0532
H  -3.769  -17.427  -6.766  0.0777
H  -8.302  -15.989  -2.879  -0.0038
O  -8.174  -18.955  -1.851  -0.0430
H  -4.949  -19.376  -1.541  0.0214
O  -7.746  -17.374  -7.955  -0.0303
O  -3.526  -17.187  -5.869  -0.0750
H  -2.639  -18.900  -4.137  0.0553
O  -4.680  -14.997  -4.639  -0.0528
H  -11.066  -18.562  -5.103  -0.0309
H  -4.107  -14.342  -4.167  0.1202
O  -9.095  -16.397  -2.578  -0.0430

Force components x, y, z for each atom (eV/Å):
O -1.8 -0.3 0.8
O -1.5 0.5 0.3
H -0.8 1.1 -0.2
H 0.1 0.5 -0.6
O 0.8 -0.7 0.0
H 0.2 0.9 -0.9
H 0.0 -0.8 0.6
H -0.1 -0.7 0.1
H 1.6 -0.1 0.1
C -3.6 1.2 0.5
H 0.1 -0.4 -2.2
H 0.5 -0.1 1.2
H -0.2 -0.6 0.3
H 0.2 0.2 -0.6
H -0.2 0.4 -0.2
H -0.2 1.4 0.2
O 2.2 0.7 -0.9
O 0.2 0.9 0.2
H -0.2 -0.9 2.1
V -1.2 -1.3 -2.8
O 0.9 0.2 -1.0
H -0.2 -0.5 0.3
H -0.6 0.4 0.6
H 0.0 -0.1 -0.1
O 0.1 0.4 0.2
H -0.1 -0.2 0.2
H -0.2 -0.4 0.3
O 1.1 -1.2 1.6
O -0.3 -0.2 0.3
H -0.3 -0.2 -0.3
O 1.0 1.0 -0.5
O 2.1 -1.6 2.8
H -1.0 -0.3 -0.4
O -0.7 0.4 -1.1
H 0.4 0.8 -0.9
H -0.4 0.9 -0.1
H -0.8 0.0 -1.2
H -0.1 0.2 0.0
H -0.1 0.1 0.1
H -0.2 0.8 0.5
H -0.3 -0.8 -0.6
O 0.2 -0.2 0.3
O 0.0 -1.3 1.0
H -0.3 0.0 -0.4
H 0.8 0.8 -0.4
O 0.5 -0.7 0.2
H -0.2 1.3 0.0
O -0.6 -0.9 -1.8
O 1.5 0.5 0.6
H 1.7 0.3 -0.8
O 0.8 0.6 3.2
H -0.2 0.0 -0.5
H -0.9 -0.4 -0.3
O 0.0 -1.7 0.7

Computed properties:
Lowest unoccupied orbital energy (alpha / beta) = -5.1 / -5.2 eV
Kohn-Sham gap (alpha / beta) = 6.702 / 6.628 eV
F_max = 3.87 eV/Å
Total charge = +1
HOMO level (alpha / beta) = -11.779 / -11.779 eV
Multiplicity = 4

=====

Below is C42H64N4O4SSr as an isolated structure at a distorted geometry, with properties calculated with ωB97M-V/def2-TZVPD.

Last column: Löwdin charge in e.
Atoms and positions in Å:
H  -5.578  -1.835  3.938  0.0759
H  2.999  -3.911  -1.233  0.0798
H  1.660  6.264  -1.129  0.0889
C  1.029  5.510  -1.693  -0.0919
H  2.154  3.714  0.688  0.1001
C  2.182  3.352  -6.017  -0.1304
H  -4.243  -3.827  -0.130  0.0904
O  -2.104  3.550  -1.832  -0.1642
Sr  -0.010  1.789  -1.933  1.3594
H  3.111  3.966  -2.551  0.0895
C  2.405  -2.275  1.096  -0.0455
H  0.250  6.100  -5.893  0.0697
H  -2.587  -1.748  6.183  0.0695
O  -3.232  3.919  -3.729  0.0055
H  3.263  3.120  -1.028  0.0726
H  2.297  5.221  -7.055  0.0718
C  1.286  0.201  1.486  -0.1193
C  -2.424  0.041  2.720  -0.0255
H  -0.389  -2.153  -1.122  0.0863
C  -2.386  -1.240  5.232  -0.0692
C  -2.990  -1.216  2.774  -0.2224
H  -2.978  1.286  -1.908  0.0705
H  3.028  2.941  -6.530  0.0699
O  2.026  0.888  -0.648  -0.2183
H  1.388  5.231  0.615  0.1035
H  0.734  -4.392  3.107  0.0961
C  -2.941  0.854  -3.978  -0.2481
H  1.774  2.229  1.665  0.1017
C  2.946  4.076  -1.460  -0.0703
N  1.469  4.196  -1.171  -0.2779
H  -3.250  -2.770  -2.678  0.0849
H  4.412  0.154  -0.808  0.0343
H  -0.875  -3.662  -1.899  0.0860
C  4.588  -0.828  -1.097  -0.0199
H  1.258  5.563  -2.726  0.0488
H  4.436  -3.389  -0.367  0.0824
C  -2.587  -1.688  0.473  -0.0974
C  -3.013  -1.984  -1.922  -0.0642
C  -3.026  -2.054  1.715  -0.0238
H  -1.703  2.399  2.420  0.1262
O  -1.476  0.018  -0.767  -0.2186
H  3.477  4.933  -1.022  0.0781
C  -4.828  -1.339  4.574  -0.0572
H  -2.250  -3.565  4.031  0.0814
H  1.150  -0.340  3.545  0.0856
C  1.820  4.663  -6.292  -0.0956
H  -0.846  4.735  -4.086  0.1028
H  -3.333  -3.099  1.983  0.0982
H  2.263  -4.705  2.274  0.0661
C  -3.355  1.775  -2.801  -0.1182
H  2.241  -2.986  5.621  0.0615
H  2.222  -5.024  4.056  0.0715
H  -0.600  -3.706  -0.189  0.0681
H  4.322  -1.795  3.774  0.1172
H  -4.923  -0.233  4.383  0.0919
H  -1.143  0.122  -4.886  0.0640
H  -3.511  1.074  -4.862  0.0893
H  -2.643  -0.174  5.435  0.0746
H  5.230  -1.346  -0.325  0.0883
C  1.894  -0.027  0.257  -0.3664
C  2.409  -2.930  3.488  -0.5610
H  4.253  -3.289  -2.183  0.0781
H  -1.144  1.695  -4.640  0.0319
C  0.027  4.350  -4.644  -0.1506
C  1.391  -0.700  2.563  0.0202
C  -1.529  1.929  1.407  -0.1381
C  1.941  -1.993  2.339  -0.1937
N  -1.480  0.819  -4.234  -0.0199
C  -1.936  -0.410  0.349  -0.3049
H  -3.182  -0.167  -3.709  0.0692
H  -3.956  -1.461  -1.667  0.0997
N  0.484  3.110  -4.327  -0.0855
C  1.874  -2.408  4.803  -0.0951
C  1.856  -4.371  3.245  -0.0480
H  1.968  -0.552  -2.580  -0.0496
H  -0.898  3.930  0.209  0.0882
S  2.102  1.058  -4.511  0.5361
C  0.647  5.142  -5.626  -0.1007
H  1.632  -2.285  -2.550  0.0765
H  -0.001  5.697  -1.457  0.0826
H  -1.373  -1.376  4.782  0.0870
C  -3.176  -3.986  -0.383  -0.0823
H  -3.847  -3.837  3.559  0.0494
H  2.167  -1.371  4.991  0.0756
C  2.387  -1.507  -2.481  -0.0706
C  3.951  -2.879  3.612  -0.0655
H  -3.501  -3.607  5.259  0.0742
H  2.997  -1.636  -3.337  0.0492
H  4.288  -3.549  4.431  0.0663
H  -4.451  1.804  -2.793  0.1150
C  -0.071  3.643  0.832  -0.1859
C  -3.269  -3.297  4.249  -0.0806
C  1.525  2.593  -4.983  -0.8672
C  1.262  4.201  0.271  -0.2163
N  -0.163  2.180  0.870  -0.1783
H  -3.109  -4.613  -1.247  0.0623
H  -0.139  4.095  1.819  0.1142
H  2.909  -3.231  0.944  0.0869
C  0.864  1.648  1.763  -0.1335
C  -2.870  3.228  -2.816  -0.7571
H  -2.211  2.373  0.651  0.1277
H  4.458  -3.366  2.745  0.0744
C  -0.999  -3.080  -0.964  -0.0433
C  3.243  -1.682  -1.175  -0.4655
H  -2.229  -1.275  -2.225  0.0598
C  3.753  -3.109  -1.224  -0.1195
H  -2.666  -4.437  0.474  0.0738
C  -3.384  -1.779  4.163  -0.5356
H  0.762  -2.433  4.764  0.0826
H  -2.333  0.689  3.606  0.1071
C  -1.921  0.480  1.512  -0.1175
H  5.074  -0.756  -2.072  0.0745
H  0.558  1.770  2.820  0.1247
H  -5.020  -1.614  5.606  0.0586
C  2.438  -1.346  0.090  -0.0905
C  -2.449  -2.677  -0.671  -0.5468

Force components x, y, z for each atom (eV/Å):
H 0.2 0.1 0.1
H -0.4 0.5 0.2
H -0.6 -0.2 -0.7
C 1.4 -0.3 1.7
H -0.6 -0.3 0.2
C -0.2 1.1 0.3
H 0.4 -0.1 -0.1
O 0.3 -0.2 -0.4
Sr 0.0 -0.5 0.4
H -0.1 0.4 0.5
C 0.6 -0.4 -1.0
H -0.2 0.4 0.1
H 0.5 -0.2 -0.1
O -0.8 2.0 -2.1
H 0.1 0.2 0.1
H 0.5 0.6 -0.6
C -0.4 0.9 2.0
C 0.2 0.5 -0.8
H -0.3 -0.8 0.5
C -0.8 0.5 -0.6
C -0.3 -0.3 3.4
H -0.2 0.0 0.3
H 0.3 -0.4 0.0
O -0.3 0.4 -0.2
H -0.3 0.3 0.3
H 1.2 0.1 0.5
C 0.7 -0.1 0.1
H 0.0 0.1 -0.2
C -1.4 -0.9 -0.2
N 0.5 0.4 -0.8
H 0.3 0.6 0.1
H -0.5 1.8 0.7
H -0.5 0.2 0.2
C -0.4 -2.2 -0.2
H -0.1 0.2 -1.0
H -0.4 0.4 -1.0
C 1.9 0.2 -0.3
C -0.3 -0.7 -0.2
C -0.5 -1.9 -0.1
H 0.4 -0.1 -0.8
O 0.7 0.3 -0.3
H 0.1 -0.1 -0.1
C 0.5 0.6 -1.2
H 0.7 -0.2 0.0
H -0.4 0.0 0.3
C -2.1 -1.8 1.5
H 0.4 -0.5 -0.3
H 0.2 1.2 -1.0
H -0.1 -0.2 0.5
C 0.2 -1.0 -0.3
H 0.1 -0.6 0.7
H -0.4 -0.1 -0.3
H 0.4 -0.1 0.7
H -0.6 -1.9 -0.3
H 0.0 -1.0 0.5
H -0.4 -0.4 0.2
H -0.3 0.4 -0.6
H 0.7 -0.6 -0.2
H -0.4 0.7 -0.9
C 0.5 -1.1 -0.8
C -0.8 0.6 -0.3
H 0.4 0.3 0.2
H -0.2 0.0 0.2
C 0.8 0.3 -0.9
C 0.6 -0.9 -1.6
C 0.0 -0.6 -1.0
C -0.2 1.1 2.5
N 0.0 1.1 0.4
C -0.8 1.1 0.5
H -0.3 -0.1 0.2
H 0.5 -0.1 -0.2
N -0.9 1.4 0.3
C -1.3 0.5 -0.3
C 0.3 0.6 -0.6
H -0.7 1.2 0.2
H -0.4 0.7 -0.2
S 0.0 -0.2 0.0
C 0.5 -0.7 0.3
H -0.3 0.0 0.3
H -0.6 -0.1 -0.2
H -0.6 0.3 1.0
C -0.5 0.8 0.9
H -1.2 -0.7 -0.7
H 0.1 -0.1 -0.1
C 0.9 -0.9 1.4
C 0.7 -0.2 -0.3
H -0.2 -0.3 0.3
H 0.9 -0.2 -1.0
H -0.2 0.6 0.1
H 0.1 -0.1 0.1
C 1.6 -0.1 -0.9
C 0.7 0.9 0.6
C 0.9 0.3 -0.8
C 0.6 -0.3 0.4
N -0.3 0.8 1.0
H 0.1 -0.6 -0.5
H -0.4 0.0 0.5
H -0.3 0.3 0.0
C 0.2 -1.1 0.3
C 1.2 -1.7 2.0
H 0.2 0.1 0.5
H -0.4 0.8 0.2
C 0.6 1.3 -0.9
C 0.2 0.6 -0.3
H -0.7 -0.2 -0.3
C 0.4 -1.6 0.5
H -0.3 -0.4 -0.1
C -0.3 0.6 0.3
H 0.6 0.0 0.3
H -0.2 -0.3 -0.5
C -0.3 -0.6 -0.2
H 0.2 -0.4 0.0
H -0.1 -0.1 -0.1
H -0.1 0.2 0.3
C 0.4 -0.1 -1.3
C -0.5 -0.1 -0.5

Computed properties:
Lowest unoccupied orbital energy = 4.2 eV
Kohn-Sham gap = 5.886 eV
Energy above the lowest of the compared OMol25 structures with the same formula, charge and spin = 1.177 eV
F_max = 3.44 eV/Å
Total charge = -2
HOMO level = -1.716 eV

=====

Below is a 2-piece molecular cluster, C3H6FI overall at a distorted geometry, with properties calculated with ωB97M-V/def2-TZVPD.

Last column: Löwdin charge in e.
Atoms and positions in Å:
H  0.392  -1.708  0.618  -0.0060
C  -0.111  -0.957  1.250  0.0290
H  0.417  0.042  -1.809  0.0682
H  -0.873  0.976  -0.996  0.1066
C  0.250  0.914  -1.158  -0.1597
H  0.669  1.805  -1.667  0.0922
H  -1.054  -0.613  1.040  -0.0419
F  1.066  1.502  1.059  0.0015
H  0.054  -0.755  2.366  0.0548
I  2.989  -0.355  -0.242  0.6316
C  0.972  0.682  0.086  -0.7762

Force components x, y, z for each atom (eV/Å):
H -0.7 0.0 1.1
C 3.8 2.3 -0.5
H 0.0 0.4 0.3
H 1.3 0.3 -0.1
C -1.0 0.6 -1.0
H -0.5 -0.3 0.1
H -2.4 0.2 -1.0
F 0.3 2.9 0.8
H 0.6 -0.7 -1.9
I -1.1 0.8 0.1
C -0.4 -6.5 2.1

Computed properties:
Lowest unoccupied orbital energy (alpha / beta) = 0.2 / 0.2 eV
Kohn-Sham gap (alpha / beta) = 8.575 / 8.574 eV
Energy above the lowest of the compared OMol25 structures with the same formula, charge and spin = 3.175 eV
F_max = 6.83 eV/Å
HOMO level (alpha / beta) = -8.378 / -8.377 eV